Record 1
136
Properties=species:S:1:pos:R:3 method="wB97M-V/def2-TZVPD" e_homo_ev=-18.44 charge=+4
C -1.97091 3.64233 4.58869
C -2.02104 2.25273 3.89494
O -2.26858 1.20795 4.41953
N -1.90791 2.37604 2.37335
H -1.32720 3.16468 2.10105
H -1.40504 1.63940 1.86154
C -3.21520 2.80867 1.68492
H -2.25599 3.41647 5.61340
H -2.65719 4.29127 4.04336
H -1.00171 4.10455 4.39957
H -3.84179 3.55516 2.16804
H -3.69758 1.85210 1.49187
H -2.85156 3.25080 0.75813
C -5.16902 -3.06015 3.65116
C -3.87145 -2.70410 2.93168
C -2.56385 -3.02700 3.72764
C -2.34857 -4.56303 3.80016
C -2.10126 -4.94951 2.37716
C -3.11369 -4.61938 1.18775
N -3.89526 -3.45375 1.59175
O -4.49798 -2.80540 0.65553
C -4.14110 -5.80955 1.01795
C -2.42307 -4.45515 -0.17437
C -3.90025 -1.14808 2.73102
H -5.27503 -2.63593 4.64855
H -5.25655 -4.14439 3.72857
H -6.01131 -2.70042 3.05972
H -2.61645 -2.53750 4.70051
H -1.78862 -2.45599 3.21908
H -3.22380 -5.01622 4.26873
H -1.56914 -4.80950 4.52082
H -1.96715 -6.03254 2.38581
H -1.15954 -4.49600 2.06485
H -3.53307 -6.62530 0.62530
H -4.89232 -5.58676 0.26193
H -4.52724 -6.24697 1.93820
H -3.08746 -4.17544 -0.99024
H -2.01085 -5.43339 -0.42099
H -1.59840 -3.74406 -0.13776
H -3.14326 -0.78426 2.03747
H -3.66641 -0.72049 3.70572
H -4.93824 -0.89154 2.52467
C 6.14161 -5.38632 4.75005
C 4.83487 -5.55354 3.96752
C 3.75909 -4.73070 4.69810
C 2.39502 -4.66657 3.96230
C 2.61271 -3.78639 2.72188
C 3.71890 -4.32579 1.78433
N 4.92514 -4.95045 2.57936
O 5.91149 -5.40711 1.86387
C 4.18659 -3.19231 0.82479
C 3.06197 -5.44838 0.87333
C 4.45735 -7.02788 3.85449
H 5.93246 -5.77781 5.74463
H 6.59655 -4.39684 4.75725
H 6.91259 -6.02583 4.31830
H 4.02890 -3.68755 4.86570
H 3.62308 -5.21256 5.66617
H 1.59226 -4.34348 4.62259
H 2.11517 -5.61431 3.49785
H 2.95090 -2.82757 3.12336
H 1.65622 -3.50489 2.28214
H 3.37059 -2.89666 0.16584
H 5.07025 -3.42860 0.23360
H 4.38279 -2.27704 1.38503
H 2.84610 -6.27169 1.55284
H 3.62579 -5.69763 -0.02453
H 2.10378 -5.12985 0.46244
H 3.63833 -7.35514 3.21443
H 4.29424 -7.46144 4.84066
H 5.29008 -7.56761 3.40016
C 6.96906 2.07434 -3.13354
C 5.76336 2.44299 -3.96112
C 5.97352 1.81812 -5.41982
C 4.72714 2.06198 -6.28037
C 3.60692 1.25492 -5.71117
C 3.20984 1.56584 -4.25721
N 4.46841 1.76022 -3.43487
O 4.35548 1.78244 -2.15833
C 2.48451 0.29523 -3.70864
C 2.46096 2.91562 -4.15730
C 5.61645 3.92408 -4.03960
H 7.32972 1.04486 -3.11620
H 6.89255 2.44130 -2.10835
H 7.94314 2.51119 -3.36281
H 6.18234 0.74875 -5.44404
H 6.82143 2.36802 -5.82772
H 4.92063 1.80579 -7.32180
H 4.44521 3.11529 -6.30666
H 3.82281 0.18728 -5.79677
H 2.69947 1.21886 -6.31703
H 2.22625 0.27625 -2.65027
H 3.09194 -0.59970 -3.85148
H 1.58925 0.03644 -4.27412
H 1.58018 2.93103 -4.80312
H 2.97023 3.75739 -4.62447
H 2.05031 3.08144 -3.16213
H 5.07691 4.21748 -3.13567
H 5.10502 4.42797 -4.85817
H 6.55091 4.47623 -3.94152
C -1.91008 3.50948 -3.20395
C -3.18980 4.10524 -2.67456
C -3.36748 5.62241 -3.04344
N -4.78875 6.17787 -2.85315
C -5.68303 5.55676 -3.86578
C -4.77770 7.68916 -3.02993
C -4.51643 8.40117 -1.76526
C -5.02584 7.45144 -0.68074
C -5.15599 6.02729 -1.36880
H -1.17884 3.18991 -2.46242
H -1.43901 4.22510 -3.88066
H -2.02587 2.63337 -3.84303
H -3.22732 3.80748 -1.62450
H -4.04307 3.49915 -2.98446
H -2.98890 5.78712 -4.05186
H -2.72179 6.24254 -2.42006
H -6.64574 6.02972 -3.67217
H -5.78548 4.49548 -3.65012
H -5.33569 5.80551 -4.86640
H -5.73851 7.97561 -3.45714
H -4.02199 8.12138 -3.68793
H -4.85389 9.43705 -1.76013
H -3.46026 8.54230 -1.52702
H -6.03997 7.64327 -0.33295
H -4.36860 7.30837 0.17540
H -6.20819 5.73985 -1.34442
H -4.70956 5.16685 -0.87429
N -0.78701 0.38079 1.02496
S 0.11466 -0.79048 1.46227
O 1.53485 -0.69168 1.24524
O -0.36394 -2.14904 1.22286
F -0.04648 -0.54867 3.03189
S -1.18820 -0.16886 -0.43763
O -2.33418 -1.02093 -0.49657
O -0.12356 -0.36565 -1.37732
F -1.85509 1.24361 -0.78682

***

Record 2
27
Properties=species:S:1:pos:R:3 method="wB97M-V/def2-TZVPD" e_homo_ev=-12.04 charge=+1
C 0.01106 -1.63317 0.72026
C 0.49628 -0.59018 1.77208
C -0.20784 -0.61008 3.12672
C 0.63097 1.99684 1.59053
C -2.16682 -2.38052 -1.68902
C 1.05986 2.39156 -3.28184
N -0.26824 0.49769 -0.03792
N -0.46677 -0.77344 -0.39146
N 0.25998 0.67774 1.03783
S -0.79343 -1.21463 -1.95662
S 1.80687 1.83590 -1.70054
H 0.66071 -2.37737 0.26605
H -0.79106 -2.12593 1.06748
H 1.58557 -0.78883 1.83821
H 0.54734 -0.25206 3.83104
H -0.47975 -1.56931 3.37854
H -1.17673 0.00706 2.94909
H -0.18182 2.32435 2.21079
H 1.61262 1.70711 2.01247
H 0.83561 2.57771 0.73164
H -1.90199 -3.36143 -1.16458
H -2.60824 -2.62465 -2.64468
H -3.00844 -1.95025 -1.01225
H -0.04348 2.30900 -3.11321
H 1.40152 2.05526 -4.22453
H 1.24528 3.46707 -3.33859
H 1.94095 0.40458 -1.97750

***

Record 3
13
Properties=species:S:1:pos:R:3 method="wB97M-V/def2-TZVPD" smiles="C#CN(C)CN=O" e_homo_ev="-9.09 / -9.09"
C -0.41620 0.71781 -0.87043
C -0.69941 -0.83087 1.06752
N 0.08751 -0.41889 -0.09123
N -1.87942 0.64613 -1.16716
C 1.51822 -0.30976 0.20809
C 2.68194 -0.20214 0.47959
O -2.14148 0.93123 -2.34135
H -0.26184 1.65659 -0.32676
H 0.11996 0.77360 -1.82601
H -1.74291 -1.02542 0.80145
H -0.30365 -1.76701 1.47832
H -0.67366 -0.06815 1.85349
H 3.71095 -0.10312 0.73449

***

Record 4
63
Properties=species:S:1:pos:R:3 method="wB97M-V/def2-TZVPD" smiles="COCCCN1C(=O)C(=O)/C(=C(/O)c2ccc(S(=O)(=O)N3CCOCC3)cc2)[C@@H]1c1cccc(Cl)c1" e_homo_ev=-9.17
C -6.63259 -0.92510 -2.02201
H -7.15057 -1.66057 -2.64873
O -5.27916 -1.26951 -1.85236
C -5.06406 -2.56690 -1.33957
C -5.40224 -2.72650 0.14809
H -5.00871 -3.68615 0.48339
H -6.48342 -2.73203 0.29451
C -4.80410 -1.60895 1.01091
N -3.37607 -1.49549 0.85305
C -2.49586 -2.30293 1.48214
O -2.77729 -3.19638 2.24969
C -1.09726 -1.86330 1.04252
O -0.05704 -2.36057 1.40880
C -1.30940 -0.76613 0.10372
C -0.39804 -0.14163 -0.67602
O -0.84265 0.74535 -1.59260
H -0.10393 1.11923 -2.09190
C 1.05222 -0.39176 -0.62571
C 1.74302 -0.59591 -1.82160
C 3.10803 -0.82071 -1.80619
C 3.77627 -0.82743 -0.59786
C 3.11061 -0.61638 0.59476
C 1.74562 -0.39523 0.58407
H 1.21526 -0.21893 1.50479
H 3.67084 -0.63616 1.51488
S 5.54799 -1.09140 -0.56196
O 6.02537 -1.20674 -1.91189
O 5.86701 -2.12647 0.37078
N 6.03365 0.37068 0.12585
C 5.97163 1.47520 -0.80831
H 4.97474 1.48952 -1.25267
C 6.23767 2.77108 -0.03683
H 6.28672 3.62215 -0.71782
O 7.47490 2.72715 0.62873
C 7.53703 1.63921 1.52336
H 8.52801 1.67455 1.97727
C 7.32413 0.31520 0.78975
H 7.30223 -0.52734 1.47975
H 8.13141 0.16572 0.05872
H 6.76793 1.75170 2.30157
H 5.42571 2.92547 0.69053
H 6.71682 1.35030 -1.60629
H 3.66740 -0.99630 -2.71155
H 1.20768 -0.61748 -2.76122
C -2.78682 -0.47774 0.01005
C -3.11359 0.90931 0.51964
C -3.78006 1.81072 -0.29585
C -4.08063 3.07365 0.18760
C -3.73024 3.44912 1.47422
C -3.06915 2.54032 2.28343
C -2.76051 1.27712 1.81228
H -2.24928 0.56901 2.44804
H -2.79532 2.82315 3.28837
H -3.97387 4.43547 1.83591
Cl -4.91216 4.19472 -0.83266
H -4.06232 1.52782 -1.29778
H -3.15503 -0.56726 -1.01902
H -5.24593 -0.64515 0.74923
H -5.01257 -1.82991 2.06203
H -3.99974 -2.76167 -1.49624
H -5.63781 -3.30231 -1.92235
H -7.15955 -0.84143 -1.06570
H -6.64292 0.04295 -2.51972

***

Record 5
63
Properties=species:S:1:pos:R:3 method="wB97M-V/def2-TZVPD" smiles=CCO.CCO.CCO.CCO.CCO.CCO.CCO e_homo_ev=-9.44
C -0.30987 10.65156 5.62363
C -1.65778 11.35778 5.44067
O -1.41448 12.66910 5.06502
H 0.48987 10.96629 4.95322
H -0.49191 9.61870 5.32673
H 0.21218 10.80878 6.56748
H -2.23146 11.38095 6.36719
H -2.33915 11.03232 4.65459
H -2.32201 12.95076 4.92848
C -0.08288 16.19301 6.57117
C -1.16375 16.89161 5.72343
O -2.46916 16.35139 6.03471
H 0.84105 16.77040 6.53850
H 0.12386 15.21029 6.14734
H -0.29041 15.99058 7.62191
H -0.99205 16.63451 4.67819
H -1.12646 17.95514 5.95927
H -2.97575 16.72023 5.30744
C 6.62459 16.11242 6.86410
C 6.31767 14.84574 7.52626
O 6.58921 15.03003 8.92836
H 7.69950 16.29312 6.86199
H 6.20847 16.84981 7.55053
H 6.11883 16.04264 5.90106
H 7.00390 14.09724 7.13011
H 5.27736 14.52167 7.55523
H 6.44022 14.14893 9.27916
C 3.05170 8.77907 10.47529
C 2.00362 9.71701 10.71922
O 2.56460 10.95625 10.87523
H 2.60800 7.78588 10.54465
H 3.97491 8.85735 11.04944
H 3.53955 8.88189 9.50600
H 1.36395 9.44191 11.55781
H 1.39226 9.69931 9.81699
H 2.89643 11.21861 10.01345
C 5.47850 10.70163 5.45494
C 4.02656 10.61534 5.05218
O 3.30390 10.27400 6.15706
H 6.14213 11.25597 4.79131
H 5.83795 9.68586 5.61955
H 5.60041 11.29452 6.36143
H 3.80708 9.83327 4.32534
H 3.70820 11.61644 4.76137
H 2.92010 9.39428 6.13725
C 6.53918 12.21997 12.06566
C 5.44516 12.06042 11.05122
O 5.75246 12.31901 9.71311
H 7.23914 11.39433 12.19392
H 6.10398 12.48685 13.02872
H 7.11701 13.12129 11.86114
H 4.71350 12.80538 11.36397
H 4.96947 11.08448 11.14796
H 5.11156 11.88465 9.14549
C 2.25388 13.69820 9.09727
C 2.15500 12.45781 8.17208
O 3.32797 11.73434 8.29063
H 1.32871 14.23359 9.31061
H 2.84799 14.30389 8.41297
H 2.82632 13.34024 9.95301
H 2.03200 12.83677 7.15750
H 1.25574 11.87470 8.37057
H 3.33593 11.22970 7.47400